Arrangement w

C2H4OS2 | wB97M-V/def2-TZVPD

Results
Orbital gap (spin up / spin down) in Ha: 0.2823 / 0.2824
HOMO level (spin up / spin down) in eV: -8.817 / -8.818
M in g/mol: 108.19

The geometry in ORCA input format:
```
! RIJCOSX wB97M-V def2-TZVPD def2/J DEFGRID3
* xyz 0 1
C -0.13 0.73 0.12
C -0.12 -0.45 -0.43
O 2.43 -0.89 0.17
S 2.48 0.50 -0.46
S 0.49 -1.82 0.39
H -0.27 1.66 -0.42
H 0.01 0.72 1.33
H -0.20 -0.56 -1.45
H 2.05 1.36 0.51
*
```

Charges per atom according to Mulliken partitioning, unit e: atom 1 (C): -0.697, atom 2 (C): -0.333, atom 3 (O): -0.382, atom 4 (S): 0.140, atom 5 (S): -0.026, atom 6 (H): 0.380, atom 7 (H): 0.348, atom 8 (H): 0.396, atom 9 (H): 0.174

Arrangement x

C2H4OS2 | wB97M-V/def2-TZVPD

Results
Structure (SMILES): O=C(S)CS
Orbital gap in Ha: 0.3533
HOMO level in eV: -9.162
M in g/mol: 108.19

The geometry in ORCA input format:
```
! RIJCOSX wB97M-V def2-TZVPD def2/J DEFGRID3
* xyz 0 1
O -0.21 1.70 -0.06
C -0.61 0.53 -0.04
S -2.32 0.19 -0.24
C 0.45 -0.53 0.05
S 2.12 0.22 -0.29
H -2.17 -1.13 -0.17
H 0.31 -1.38 -0.59
H 0.59 -1.07 1.09
H 1.85 1.45 0.24
*
```

Charges per atom according to Mulliken partitioning, unit e: atom 1 (O): -0.549, atom 2 (C): 0.688, atom 3 (S): -0.167, atom 4 (C): -0.712, atom 5 (S): -0.219, atom 6 (H): 0.127, atom 7 (H): 0.373, atom 8 (H): 0.297, atom 9 (H): 0.163

arrangement x is favored, and the nearest alternative lies 3.029 eV above it.

Arrangement w

C2H4OS2 | wB97M-V/def2-TZVPD

Results
Structure (SMILES): OC(=S)CS
Orbital gap in Ha: 0.3319
HOMO level in eV: -8.706
M in g/mol: 108.19

The geometry in ORCA input format:
```
! RIJCOSX wB97M-V def2-TZVPD def2/J DEFGRID3
* xyz 0 1
O -1.55 0.11 -0.64
C -0.88 0.51 0.36
S -1.43 1.23 1.69
C 0.57 0.11 0.35
S 1.25 -0.31 -1.17
H -0.91 -0.27 -1.31
H 0.74 -0.59 1.19
H 1.12 0.87 0.78
H 1.09 -1.65 -1.26
*
```

Charges per atom according to Mulliken partitioning, unit e: atom 1 (O): -0.402, atom 2 (C): 0.435, atom 3 (S): -0.320, atom 4 (C): -0.553, atom 5 (S): -0.329, atom 6 (H): 0.301, atom 7 (H): 0.343, atom 8 (H): 0.353, atom 9 (H): 0.171

Arrangement x

C2H4OS2 | wB97M-V/def2-TZVPD

Results
Orbital gap in Ha: 0.3119
HOMO level in eV: -8.769
M in g/mol: 108.19

The geometry in ORCA input format:
```
! RIJCOSX wB97M-V def2-TZVPD def2/J DEFGRID3
* xyz 0 1
C -0.07 -0.71 -1.03
C -0.58 1.09 0.90
O 2.07 -0.92 0.23
S 1.43 -0.31 -0.93
S 0.00 0.20 2.15
H -1.43 0.71 0.37
H -0.56 -1.53 -0.50
H -0.32 2.05 0.73
H -0.54 -0.58 -1.91
*
```

Charges per atom according to Mulliken partitioning, unit e: atom 1 (C): -0.656, atom 2 (C): -0.625, atom 3 (O): -0.473, atom 4 (S): 0.344, atom 5 (S): -0.094, atom 6 (H): 0.353, atom 7 (H): 0.378, atom 8 (H): 0.355, atom 9 (H): 0.419

arrangement w is favored, and the nearest alternative lies 2.591 eV above it.